The following is a quantum chemistry calculation of a 4-piece molecular cluster, C27H44BBrClNO17P overall in a non-equilibrium geometry, from the OMol25 dataset.

The calculation puts the frontier orbital gap at 6.38 eV. The value obtained for the LUMO energy is 0.07446 hartree. The calculation puts the calculated total energy at -157546.392 eV. The value obtained for the HOMO energy is -4.357 eV. The calculation puts the largest force on an atom at 3.26 eV/A. The calculation puts the molecular weight at 811.782 g mol⁻¹.

ORCA input file:
```
! wB97M-V def2-TZVPD RIJCOSX def2/J DEFGRID3
* xyz -1 1
Br 1.2613 -2.0849 -2.9195
Cl -1.0308 -1.2767 4.2881
P 0.0401 0.4357 3.6259
O 4.0210 2.3755 -0.0813
O 2.5819 7.3840 0.5055
O 1.6341 -0.0865 3.3919
O -3.2437 1.5016 -1.7362
O -3.1567 -7.6090 -3.4613
O 5.3516 2.7350 1.7054
O -2.2209 3.3093 -0.9501
O 3.7363 1.2074 1.8142
O 4.5714 8.3481 0.2318
O -3.1644 -9.5720 -4.5670
O -2.8839 -3.2987 -0.7891
O -1.2595 -3.0816 1.5430
O 0.6217 0.8026 0.8012
O 3.0919 9.2421 1.6742
O -1.3844 -0.2796 1.1201
O -2.4412 -7.6897 -5.5689
O 0.6206 0.4172 -3.8348
N -3.9892 -1.3505 -0.2394
C -1.5335 -1.3657 -0.9216
C -0.1663 -2.3120 1.0736
C -4.1294 -1.4088 1.2446
C 4.5609 1.0098 2.9744
C -2.8289 -2.0891 -0.6426
C -2.6520 2.3830 1.8519
C 0.6325 0.5199 -1.4420
C 5.2553 2.3458 3.0921
C 2.0518 -0.8864 0.1473
C 2.8729 5.2681 -0.6793
C 0.7722 -0.1727 -2.7845
C 6.6158 2.2995 3.7399
C 3.1839 6.7416 -0.6383
C -2.8788 2.3256 -0.7103
C -0.6129 -1.1066 0.2736
C -5.1811 -1.9908 -0.8084
C -3.4079 1.8876 0.6115
C 3.3811 8.4068 0.8829
C -1.1346 -4.4406 1.2482
C 4.6411 7.0689 -0.4166
C -3.2867 -5.2077 -3.0474
C -2.5412 -6.3288 -3.7238
C -2.9428 -8.4067 -4.5320
C -2.5755 -6.2999 -5.2331
C -1.1386 2.2947 1.7787
C 0.6843 -0.2747 -0.1423
C 4.3390 2.1291 1.0354
B -0.5225 0.7641 1.7119
H -3.2608 -5.3234 -1.9688
H 7.0737 3.2884 3.7412
H -1.9939 -4.9693 1.6342
H 2.8023 7.2382 -1.5351
H -1.1246 -4.5952 0.1674
H 3.1772 4.7839 0.2461
H -5.4132 -2.9355 -0.3190
H 2.1876 -1.0653 1.1996
H -6.0293 -1.3318 -0.6847
H -1.7856 -0.3794 -1.2917
H -0.7071 2.8651 0.9666
H -0.2483 1.1440 -1.4622
H -4.3367 -5.2093 -3.3482
H -3.5074 0.8150 0.6675
H -0.2233 -4.8782 1.6579
H 0.4611 -2.9522 0.4537
H -3.0036 3.3854 2.0815
H -1.0619 -1.9005 -1.7362
H 1.8014 5.1018 -0.7894
H -2.8461 -4.2443 -3.2967
H 5.2527 0.1881 2.7724
H 5.2115 7.1404 -1.3393
H 1.8992 0.3344 2.5626
H -3.0054 1.7631 2.6725
H 4.6167 3.0743 3.5983
H -4.4209 2.2870 0.6630
H -3.5306 -5.9403 -5.6234
H 3.9487 0.7614 3.8387
H -3.7936 -2.3782 1.5954
H -0.7755 2.7631 2.6938
H -5.0261 -2.1807 -1.8634
H -3.7710 0.7815 -1.3723
H 2.7795 -0.1390 -0.1357
H 5.1301 6.3623 0.2581
H 7.2821 1.6349 3.1884
H -3.5986 -0.6118 1.7339
H -5.1782 -1.3078 1.4906
H 1.4742 1.2019 -1.3925
H -1.7658 -5.7218 -5.6709
H 0.4092 -1.9935 1.9331
H 3.3869 4.7872 -1.5101
H 2.2733 -1.8036 -0.3865
H -1.5121 -6.3736 -3.3572
H 6.5372 1.9503 4.7690
*
```